(1)
The following is a quantum chemistry calculation of C2H2FNiO as an isolated structure at a distorted geometry, from OMol25.

Geometry as XYZ:
```
7
Properties=species:S:1:pos:R:3:forces:R:3
C 0.30696 0.21179 0.69498 0.88 -1.80 -1.78
C -0.33049 0.50497 -0.49903 0.12 1.65 -0.92
O -1.04128 -0.64265 -0.19426 0.56 -1.28 1.16
H 0.31380 0.72371 1.65427 -0.14 -0.64 0.14
F 1.30680 -0.75596 0.54175 -0.93 1.07 1.16
H -0.92281 1.42858 -0.54334 0.30 -0.21 -0.50
Ni 0.36701 -1.47045 -1.65438 -0.79 1.21 0.75
```
Positions in Å, forces in eV/Å.

Computed properties:
Multiplicity: 4
HOMO energy (spin up / spin down) in eV: -6.7 / -8.2
Orbital gap (spin up / spin down) in eV: 6.3847 / 7.6225

---

(2)
The following is a quantum chemistry calculation of the molecule C21H19BrN4O3 at a distorted geometry, from OMol25.

Geometry as XYZ:
```
48
Properties=species:S:1:pos:R:3:forces:R:3
C -1.24132 -0.01670 -0.14888 0.06 0.37 0.79
C -0.13187 0.95921 -0.51472 0.28 0.61 -0.98
C -0.12513 1.38694 -2.02000 -0.45 -0.06 0.65
C -1.45137 2.00127 -2.50807 0.06 0.45 0.13
C -1.32133 2.42959 -3.96136 -0.37 -0.47 -0.12
C -1.65925 1.51918 -4.98257 0.40 0.86 0.07
C -1.48424 1.87563 -6.31392 0.44 0.65 0.32
C -0.96032 3.13216 -6.62461 -0.15 0.46 0.32
C -0.64070 4.06858 -5.61829 0.02 -0.51 -0.83
C -0.83536 3.69939 -4.29181 0.01 -0.21 -0.29
N -0.15460 2.13602 0.33084 0.22 -0.52 -0.24
C 0.89913 2.07751 1.20913 -2.41 3.18 2.69
O 0.86924 2.85364 2.16197 1.56 -1.07 -0.38
N 1.78802 1.07142 0.91525 -0.32 0.06 -0.67
C 2.88207 0.62634 1.79337 -1.19 0.51 -0.34
C 2.34656 -0.30266 2.82681 2.03 1.05 1.41
N 2.83780 -0.33579 4.03300 -0.03 0.54 -1.10
N 2.26395 -1.39947 4.64188 -1.06 -0.71 -0.13
C 1.43129 -1.92381 3.78925 0.38 -0.36 1.45
C 0.55239 -3.09108 4.05896 0.62 -0.05 -0.13
C 0.16296 -3.85380 2.95185 -0.62 -0.13 0.58
C -0.59693 -5.00670 3.09701 -0.05 -0.96 -0.01
C -0.82547 -5.52628 4.38172 -0.02 0.99 0.19
C -0.38732 -4.81871 5.51530 0.01 0.73 -1.31
C 0.25136 -3.57006 5.35234 0.04 -0.48 0.48
Br 0.70145 -2.66591 7.01423 -0.27 -0.40 -0.98
O 1.49732 -1.28483 2.58044 -1.13 -0.63 0.00
C 1.25432 0.36995 -0.14403 1.58 -3.00 -1.51
O 1.82327 -0.60960 -0.66584 -1.67 2.33 1.13
H -1.26603 -0.76300 -0.91498 -0.41 -0.58 -0.42
H -0.99734 -0.52006 0.81032 -0.33 0.35 -0.43
H -2.20479 0.54042 -0.05768 0.67 -0.63 -0.15
H 0.66056 2.14334 -2.12418 0.05 -0.30 -0.18
H 0.06936 0.51374 -2.64544 0.33 0.05 0.05
H -1.75175 2.87940 -1.90304 0.29 -0.35 -0.14
H -2.25185 1.26940 -2.40009 -0.06 -0.06 -0.12
H -2.05120 0.54145 -4.75986 -0.07 -0.19 0.28
H -1.70901 1.18063 -7.10678 -0.13 -0.08 -0.08
H -0.85978 3.41217 -7.66556 0.15 0.00 0.00
H -0.21061 5.05023 -5.90927 -0.47 -0.77 0.39
H -0.60162 4.41100 -3.51535 0.04 0.02 0.25
H -1.01643 2.63853 0.63443 1.35 -0.83 -0.31
H 3.36965 1.50588 2.24118 -0.42 -0.48 0.08
H 3.61219 0.08987 1.22070 0.29 -0.18 -0.68
H 0.45223 -3.49692 1.98709 0.01 0.10 -0.53
H -0.96985 -5.58275 2.21928 0.45 0.67 0.72
H -1.42616 -6.41842 4.52996 0.24 0.00 -0.12
H -0.59350 -5.19634 6.50004 0.03 0.01 0.21
```
Positions in Å, forces in eV/Å.

Computed properties:
HOMO energy in eV: -9.2
Orbital gap in eV: 9.2757
SMILES string: C[C@@]1(CCc2ccccc2)NC(=O)N(Cc2nnc(-c3ccccc3Br)o2)C1=O

---

Summary of energy relative to the best compared isomer or geometry (same formula, charge and spin) in kJ/mol
320.9, 9.5
(order as listed above)
Summary of E in eV
-47907.21811, -104231.06379
(order as listed above)